DFT (ωB97M-V/def2-TZVPD) results for 8 unconnected molecules or ions with the total composition C23H63F3N9O10S in a non-equilibrium geometry.

The geometry in XYZ format:
```
109
Properties=species:S:1:pos:R:3:forces:R:3:mulliken_spin:R:1
C -1.317 -1.024 -0.031 2.7 -1.8 0.3 0.0007
F -1.905 -0.494 -1.039 -0.9 0.4 -1.3 0.0003
F -1.336 -0.156 0.979 -0.7 -0.7 0.4 -0.0002
F -1.843 -2.275 0.241 0.3 2.2 0.1 0.0002
S 0.559 -1.334 -0.355 1.6 2.2 1.6 -0.0002
O 0.991 -1.832 0.935 -0.4 -0.4 -0.2 -0.0022
O 0.712 -2.259 -1.453 -0.7 0.1 -0.6 0.0021
O 1.244 -0.011 -0.574 -1.3 -1.3 -0.4 0.0024
C 0.155 -5.454 -2.658 1.7 -3.1 0.7 0.0000
O 0.099 -6.501 -3.243 0.0 -2.7 -0.6 0.0000
N -0.336 -4.391 -3.156 -2.7 4.6 -2.8 0.0000
N 0.781 -5.161 -1.533 1.1 0.0 2.3 0.0000
H -0.434 -3.616 -2.515 -0.6 0.4 -1.0 0.0000
H -0.819 -4.545 -4.029 -0.2 0.6 0.3 0.0000
H 1.127 -5.839 -0.868 -0.1 0.4 -0.3 0.0000
H 0.771 -4.159 -1.408 0.8 -0.5 1.3 0.0000
C 3.467 -2.060 -3.525 1.0 -1.4 -0.1 -0.0025
O 4.559 -2.543 -3.684 2.2 0.1 -0.3 0.0029
N 2.401 -2.510 -4.096 -3.0 -1.3 -2.2 0.0012
N 3.197 -1.092 -2.679 1.0 2.5 2.3 0.0106
H 1.543 -2.388 -3.576 -0.2 -0.5 -0.6 0.0000
H 2.546 -3.162 -4.853 -0.5 -0.2 0.5 -0.0001
H 4.083 -0.728 -2.360 -0.6 0.3 -0.1 0.0034
H 2.297 -0.637 -2.610 0.4 0.2 0.2 0.0026
C 3.851 2.186 0.787 -0.4 -0.9 -1.2 0.1290
C 5.008 1.168 0.511 0.9 -0.8 0.4 0.0021
C 5.870 0.971 1.753 1.2 0.8 0.8 0.0520
O 6.383 2.296 2.176 -1.9 -2.6 -1.3 -0.0002
C 7.196 2.298 3.342 -0.2 1.3 -0.8 0.0003
N 4.331 -0.056 0.030 0.0 3.3 0.5 0.8138
H 4.351 3.152 0.708 -0.3 0.1 0.4 0.0173
H 3.242 1.968 1.664 0.8 0.2 0.5 -0.0096
H 3.116 2.038 -0.005 0.0 0.6 -0.4 0.0015
H 5.696 1.472 -0.278 -0.4 0.3 -0.1 -0.0100
H 6.704 0.304 1.533 0.3 0.1 -0.4 0.0001
H 5.322 0.393 2.497 -0.4 0.6 0.6 -0.0035
H 6.992 3.315 3.677 0.1 -0.2 0.9 0.0000
H 8.236 2.342 3.018 0.2 -0.8 0.3 -0.0002
H 6.915 1.521 4.053 0.3 0.1 0.0 0.0000
H 4.184 0.061 -0.963 0.0 -0.9 -0.4 0.0007
H 3.422 -0.153 0.459 -0.8 -1.3 0.6 -0.0130
C 0.581 -2.952 5.824 -1.5 -1.3 -0.5 0.0000
C 0.255 -2.423 4.415 0.7 1.0 0.9 -0.0001
C 0.254 -0.813 4.439 -0.8 -3.2 -0.1 0.0000
O 1.613 -0.420 4.614 -1.0 1.8 -1.7 -0.0001
C 2.004 0.264 3.395 1.6 0.1 1.0 -0.0008
N 1.271 -2.989 3.574 0.8 0.4 -1.2 0.0000
H 0.470 -4.036 5.788 0.5 -0.3 -0.4 0.0000
H -0.231 -2.788 6.532 0.4 1.1 0.5 0.0000
H 1.612 -2.778 6.132 -0.3 0.5 0.2 0.0000
H -0.673 -2.811 3.996 -0.4 0.2 0.5 0.0000
H -0.460 -0.573 5.227 0.6 0.7 0.5 0.0000
H -0.228 -0.482 3.519 0.5 0.3 -0.3 0.0000
H 1.481 1.174 3.099 -1.2 -0.4 0.2 -0.0001
H 2.122 -0.432 2.565 -0.4 0.0 -0.1 -0.0001
H 2.972 0.730 3.578 0.6 -0.5 0.4 -0.0004
H 1.126 -2.677 2.624 -0.5 -0.5 -0.4 0.0004
H 2.126 -2.479 3.742 0.5 -0.2 0.7 0.0000
C -4.656 -2.474 -2.880 1.1 -0.6 0.2 0.0000
C -5.521 -1.277 -3.140 -0.8 0.2 2.8 0.0000
C -5.054 0.035 -2.369 0.1 -1.7 -2.1 0.0000
O -4.578 -0.252 -1.084 -0.7 -0.6 0.7 0.0000
C -4.473 0.936 -0.357 0.6 1.2 0.0 0.0000
N -5.818 -1.117 -4.519 0.1 0.7 -1.7 0.0000
H -4.925 -3.334 -3.493 -0.4 0.0 0.0 0.0000
H -4.702 -2.767 -1.831 -0.2 0.0 0.0 0.0000
H -3.591 -2.356 -3.078 0.1 0.5 -0.2 0.0000
H -6.461 -1.519 -2.644 -0.3 -0.1 0.5 0.0000
H -5.920 0.697 -2.369 0.1 0.4 0.1 0.0000
H -4.231 0.417 -2.973 0.1 0.7 -0.1 0.0000
H -3.824 1.603 -0.923 0.0 0.5 -0.2 0.0000
H -3.990 0.910 0.620 0.0 -1.1 0.0 0.0000
H -5.420 1.443 -0.170 -0.3 -0.1 -0.3 0.0000
H -6.427 -0.337 -4.720 0.2 0.6 0.3 0.0000
H -6.423 -1.873 -4.806 0.3 -0.5 -0.1 0.0000
C 0.183 2.685 -3.181 1.1 -1.3 -1.0 0.0001
C -0.954 2.577 -4.208 0.3 1.0 -0.1 0.0000
C -1.504 1.161 -4.301 -0.5 0.3 0.3 0.0000
O -0.488 0.315 -4.731 0.6 -1.7 -0.1 0.0000
C -0.701 -1.139 -4.585 0.2 2.0 0.0 0.0001
N -1.977 3.541 -3.845 -1.1 -0.5 0.4 0.0000
H 0.896 1.886 -3.389 0.2 -0.2 0.0 -0.0001
H -0.132 2.490 -2.156 -0.4 0.3 0.0 -0.0001
H 0.802 3.578 -3.268 -0.5 0.4 0.1 0.0000
H -0.730 2.967 -5.201 1.1 -0.7 -0.2 0.0000
H -2.399 1.085 -4.918 0.0 0.3 -0.5 0.0000
H -1.880 0.909 -3.309 0.2 -0.4 0.6 0.0000
H 0.267 -1.585 -4.813 -0.4 0.1 -0.3 0.0000
H -1.488 -1.472 -5.261 0.0 -0.1 0.0 0.0000
H -0.946 -1.350 -3.544 -0.2 -0.1 0.1 0.0000
H -2.366 3.163 -2.994 -0.5 0.4 0.5 0.0000
H -1.480 4.378 -3.576 -0.2 0.3 0.1 0.0000
C -0.611 3.018 1.446 0.2 -1.1 1.1 0.0002
C -1.887 3.183 2.386 3.2 -0.9 -1.7 -0.0001
C -1.533 2.839 3.805 -0.6 -1.9 0.9 0.0000
O -2.725 2.864 4.623 -0.1 1.4 -2.0 0.0000
C -2.589 2.254 5.836 0.8 -0.2 1.4 0.0000
N -2.212 4.524 2.225 -1.8 2.4 0.0 0.0000
H -0.044 2.130 1.729 -0.2 -0.5 0.0 -0.0002
H 0.142 3.792 1.594 -0.4 0.6 -0.1 0.0000
H -0.823 2.892 0.385 -0.3 0.3 0.1 -0.0001
H -2.614 2.525 1.911 -0.4 0.0 0.7 0.0001
H -0.712 3.377 4.280 -0.1 1.2 -0.2 0.0000
H -1.066 1.854 3.824 -0.5 -0.8 0.0 0.0000
H -2.715 1.179 5.705 0.5 -0.3 0.4 0.0000
H -3.242 2.580 6.646 -1.0 0.3 -0.7 0.0000
H -1.660 2.607 6.283 0.8 -0.9 0.0 0.0000
H -1.462 5.103 2.573 0.2 0.1 -0.1 0.0000
H -2.990 4.738 2.832 -0.4 0.3 0.0 0.0000
```
Positions in Å, forces in eV/Å.

For the strongest force on any atom, the calculation gives 0.117 Eh/bohr. The orbital gap (alpha / beta) comes out at 8.40 / 2.98 eV. Its expectation value of S² is 0.7544. The multiplicity is 2. The total charge is 0. The calculation puts the molar mass at 714.87 g mol⁻¹. The value obtained for the LUMO energy (alpha / beta) is -0.015 / -0.214 Ha.